Formula: C42H57F8KO9P
Source: the OMol25 dataset
Level of theory: the ωB97M-V functional and the def2-TZVPD basis

```
! wB97M-V def2-TZVPD RIJCOSX def2/J DEFGRID3
* xyz 1 1
C -3.169 0.235 -2.656
C -3.370 1.089 -1.256
C -2.413 2.414 -1.418
C -3.080 3.746 -0.739
C -0.980 2.158 -0.730
C -1.034 1.888 0.822
O -2.284 1.837 1.546
C 0.250 1.663 1.651
C 1.628 1.719 0.882
C 1.692 1.947 -0.672
C 3.164 1.962 -1.304
C 3.770 3.462 -1.440
O 4.999 3.685 -1.244
C 2.882 4.724 -1.873
C 1.868 5.450 -0.955
C 1.061 6.636 -1.551
C 1.213 7.125 -3.031
C 2.231 6.409 -3.954
C 3.058 5.211 -3.359
C 0.382 2.172 -1.524
C 0.429 2.412 -3.097
C 1.100 1.226 -3.954
C 1.021 -0.230 -3.284
C 2.080 -1.165 -4.092
F 2.115 -0.721 -5.471
F 1.649 -2.530 -4.156
C 3.585 -1.041 -3.557
F 3.721 -1.050 -2.156
F 4.298 0.059 -4.139
F 4.284 -2.206 -4.026
C 2.921 1.530 1.800
O 4.014 2.118 1.649
C 2.736 0.513 3.046
C 4.008 -0.396 3.453
C 3.961 -1.877 2.817
C 2.786 -1.994 1.704
C 2.798 -3.461 0.989
O 2.704 -3.221 -0.436
C 1.353 -3.409 -0.926
C 1.488 0.449 3.753
C 1.277 -0.503 5.013
F 2.149 0.001 6.046
F 1.625 -1.856 4.800
F -0.025 -0.477 5.554
C 0.271 1.378 3.239
O -0.598 1.871 3.994
H -3.349 0.900 -3.602
H -3.884 -0.651 -2.719
H -2.063 -0.103 -2.630
H -4.456 1.435 -1.103
H -3.068 0.428 -0.375
H -2.353 2.643 -2.545
H -3.463 4.496 -1.509
H -2.319 4.239 -0.022
H -3.926 3.361 -0.063
H -2.230 1.041 2.122
H 3.922 1.330 -0.702
H 3.208 1.534 -2.374
H 1.752 5.053 0.113
H 0.315 7.153 -0.861
H 0.555 7.984 -3.389
H 2.342 6.737 -5.046
H 3.788 4.688 -4.080
H 1.094 3.349 -3.259
H -0.575 2.660 -3.579
H 0.540 1.169 -4.964
H 2.188 1.477 -4.202
H -0.027 -0.691 -3.357
H 1.350 -0.282 -2.193
H 4.068 -0.530 4.601
H 5.002 0.114 3.167
H 3.695 -2.664 3.623
H 4.985 -2.217 2.403
H 1.737 -1.882 2.174
H 2.969 -1.214 0.885
H 1.945 -4.097 1.415
H 3.799 -3.949 1.272
H 0.746 -2.426 -0.856
H 0.819 -4.284 -0.398
H 1.387 -3.700 -2.041
K -3.984 2.358 -4.035
C -1.447 -8.331 -5.380
O -0.730 -7.130 -5.124
P -1.391 -5.740 -5.578
O -2.789 -5.546 -5.131
O -1.181 -5.702 -7.168
C -2.063 -6.472 -7.977
O -0.364 -4.645 -5.039
C 1.004 -4.688 -5.412
H -1.492 -8.925 -4.467
H -2.468 -8.139 -5.717
H -0.919 -8.899 -6.148
H -3.050 -6.567 -7.518
H -1.639 -7.466 -8.137
H -2.175 -5.980 -8.943
H 1.240 -5.562 -6.023
H 1.614 -4.713 -4.509
H 1.245 -3.785 -5.972
C -3.331 0.101 5.598
C -3.869 1.340 6.299
C -2.878 1.954 7.290
C -2.484 1.055 8.465
C -3.645 0.558 9.330
C -4.410 1.680 10.017
H -3.133 -0.709 6.304
H -4.061 -0.267 4.870
H -2.405 0.327 5.062
H -4.812 1.099 6.799
H -4.108 2.093 5.539
H -3.300 2.889 7.673
H -1.967 2.236 6.751
H -1.781 1.607 9.100
H -1.930 0.188 8.090
H -3.241 -0.108 10.099
H -4.335 -0.046 8.732
H -3.746 2.278 10.646
H -5.195 1.264 10.655
H -4.891 2.343 9.293
*
```

## Properties
Relative energy (zero: lowest compared OMol25 entry of this formula, charge and spin): 230.5 kcal/mol
LUMO: -3.9 eV
Kohn-Sham gap: 7.12 eV
HOMO energy: -11.05 eV
Molecular weight: 927.97 u